Arrangement one

7
Properties=species:S:1:pos:R:3:lowdin_charge:R:1 method="wB97M-V/def2-TZVPD" total_charge=0 orbital_gap_ev=8.153
B -1.51 0.11 -0.70 -0.529
C 2.24 -0.70 1.33 -0.427
Br 2.60 0.30 -0.19 0.569
Br -1.28 1.86 -0.05 0.642
H -0.74 -0.59 -0.34 -0.083
H -2.47 -0.04 -1.25 -0.059
H 1.15 -0.94 1.20 -0.113

***

Arrangement two

7
Properties=species:S:1:pos:R:3:lowdin_charge:R:1 method="wB97M-V/def2-TZVPD" total_charge=0 orbital_gap_ev=7.831
B 1.12 -1.42 -0.30 -0.504
C -1.57 1.64 -0.06 -0.659
Br -0.27 2.64 0.78 0.549
Br -0.25 -0.42 -1.06 0.783
H 2.00 -0.90 0.25 -0.033
H 0.99 -2.59 -0.34 -0.036
H -2.04 1.04 0.72 -0.101

***

Most stable one: arrangement two, least stable one: arrangement one.

***

Arrangement one

24
Properties=species:S:1:pos:R:3:lowdin_charge:R:1 method="wB97M-V/def2-TZVPD" total_charge=+1 orbital_gap_ev="7.027 / 7.854"
C -2.50 -0.67 0.20 -0.412
C -1.21 1.31 -0.19 -0.377
C 1.19 -1.35 -0.59 -0.151
C -0.35 -1.67 -0.78 -0.153
C 1.47 0.16 -0.73 -0.132
C -1.22 -1.30 0.40 0.109
C 1.82 0.97 1.59 -0.048
N -2.38 0.67 -0.39 0.220
N -0.29 0.76 0.57 0.118
N 1.01 0.94 0.45 -0.217
O -3.61 -1.07 0.35 0.177
O -1.08 2.50 -0.74 0.203
H 1.62 -1.65 0.40 0.136
H 1.75 -2.00 -1.26 0.121
H -0.63 -1.32 -1.78 0.132
H -0.45 -2.76 -0.98 0.138
H 2.57 0.22 -0.89 0.133
H 0.90 0.68 -1.66 0.171
H -0.98 -1.46 1.52 0.181
H 1.47 0.50 2.49 0.089
H 2.85 0.75 1.39 0.102
H 1.51 1.95 2.07 0.124
H -3.31 1.01 -0.69 0.196
H -0.17 2.81 -0.74 0.140

***

Arrangement two

24
Properties=species:S:1:pos:R:3:lowdin_charge:R:1 method="wB97M-V/def2-TZVPD" total_charge=+1 orbital_gap_ev=9.060 smiles="OC1=C2CNCCN2C=[NH+]CO1"
O -1.66 2.74 0.11 0.110
C -1.31 1.46 0.07 -0.198
C 0.00 1.00 0.11 -0.088
C 1.19 1.75 -0.25 -0.149
N 2.00 0.72 -0.84 -0.089
C 2.54 -0.17 0.11 -0.206
C 1.29 -1.09 0.48 -0.080
N -0.01 -0.45 0.08 0.012
C -0.96 -1.28 -0.39 -0.042
N -2.20 -1.24 -0.70 0.134
C -3.24 -0.24 -0.31 -0.104
O -2.52 0.67 0.47 -0.028
H -2.54 2.85 0.55 0.161
H 0.87 2.49 -0.91 0.121
H 1.67 2.28 0.61 0.153
H 2.86 1.12 -1.37 0.177
H 2.89 0.36 1.01 0.117
H 3.28 -0.97 -0.23 0.150
H 1.49 -2.01 -0.12 0.124
H 1.31 -1.34 1.61 0.153
H -0.58 -2.21 -0.68 0.147
H -2.62 -1.98 -1.10 0.115
H -3.76 0.16 -1.31 0.189
H -3.94 -0.82 0.20 0.123

***

Most stable one: arrangement two, least stable one: arrangement one.

***

Arrangement one

17
Properties=species:S:1:pos:R:3:lowdin_charge:R:1 method="wB97M-V/def2-TZVPD" total_charge=+1 orbital_gap_ev=8.758
C 2.33 -1.24 0.12 -0.009
C 1.04 -1.38 0.40 -0.002
C 2.88 0.12 -0.16 -0.662
C 0.68 0.88 -0.02 -0.113
N 1.95 1.15 -0.18 0.110
N 0.23 -0.29 0.35 -0.104
N -1.13 -0.48 0.57 0.108
N -3.03 1.12 -0.45 -0.007
Cl 4.50 0.38 -0.47 0.842
H 3.08 -2.00 0.10 0.111
H 0.59 -2.32 0.91 0.189
H -0.06 1.79 -0.04 0.193
H -1.84 0.26 0.46 0.032
H -1.39 -1.47 0.75 0.128
H -2.42 0.97 -1.28 0.063
H -3.51 2.00 -0.46 0.040
H -3.90 0.52 -0.58 0.082

***

Arrangement two

17
Properties=species:S:1:pos:R:3:lowdin_charge:R:1 method="wB97M-V/def2-TZVPD" total_charge=+1 orbital_gap_ev=9.243
C -0.36 -1.87 0.40 -0.100
C 2.98 0.59 -0.13 -0.726
C -0.80 0.51 -0.12 -0.420
C -0.05 -0.54 0.49 -0.106
N -1.46 -2.32 -0.25 0.198
N 2.19 1.44 -0.22 0.155
N -1.75 0.45 -0.97 0.164
N -0.22 1.81 0.29 0.173
Cl 4.20 -0.40 0.05 0.930
H 0.36 -2.40 1.02 0.128
H 0.79 -0.13 1.14 0.113
H -1.75 -3.16 -0.51 0.065
H 0.87 1.77 -0.04 0.033
H -1.86 -1.53 -0.59 0.018
H -2.00 1.30 -1.45 0.072
H -0.57 1.90 1.19 0.134
H -0.58 2.57 -0.32 0.169

***

Most stable one: arrangement one, least stable one: arrangement two.

***

Arrangement one

13
Properties=species:S:1:pos:R:3:lowdin_charge:R:1 method="wB97M-V/def2-TZVPD" total_charge=+1 orbital_gap_ev=9.847 smiles=N[C@H](Br)[C@H]([NH3+])Br
N 0.85 -1.63 0.78 0.022
C 0.83 -0.35 0.12 -0.642
Br 1.73 1.27 1.26 0.510
C -0.57 -0.12 -0.46 -0.687
N -0.86 1.34 -0.55 0.104
Br -2.19 -0.86 0.37 0.828
H 1.80 -2.00 0.89 0.123
H 0.11 -1.74 1.46 0.055
H 1.58 -0.34 -0.79 0.138
H -0.39 -0.59 -1.50 0.153
H -0.48 1.65 -1.42 0.152
H -0.51 1.87 0.25 0.074
H -1.93 1.51 -0.41 0.170

***

Arrangement two

13
Properties=species:S:1:pos:R:3:lowdin_charge:R:1 method="wB97M-V/def2-TZVPD" total_charge=+1 orbital_gap_ev="9.075 / 6.801"
C -0.14 -0.13 1.30 -0.038
C -0.12 0.70 -1.28 -1.245
N 0.99 -1.04 1.42 0.104
N -1.44 0.76 -1.72 0.007
Br 0.91 -0.78 -1.82 0.755
Br 0.88 2.32 -1.17 0.706
H -1.08 -0.44 0.89 0.052
H -0.06 0.78 1.91 0.083
H 0.68 -1.96 1.71 0.168
H 1.61 -0.62 2.10 0.164
H -1.86 1.65 -1.86 0.089
H 1.54 -1.14 0.58 0.050
H -1.91 -0.08 -2.06 0.105

***

Arrangement three

13
Properties=species:S:1:pos:R:3:lowdin_charge:R:1 method="wB97M-V/def2-TZVPD" total_charge=+1 orbital_gap_ev="10.265 / 10.266"
C -0.95 0.40 -0.32 -0.303
C -1.15 -0.47 0.90 -1.179
N 0.29 1.19 -0.15 0.158
N 0.35 -1.70 0.74 0.029
Br -2.74 -1.55 0.78 0.746
Br -0.95 0.46 2.57 0.775
H -1.81 1.06 -0.47 0.137
H -0.85 -0.25 -1.20 0.136
H 0.17 1.83 0.65 0.121
H 0.54 1.73 -0.99 0.184
H -0.03 -2.46 0.18 0.019
H 1.04 0.52 0.09 0.153
H 0.49 -2.05 1.68 0.024

***

Most stable one: arrangement one, least stable one: arrangement two.